{"formula": "C54H144N12O15", "method": "ωB97M-V with the def2-TZVPD basis set", "mol_weight_g_mol": 1201.82, "smiles": "COC[C@H](C)N.COC[C@H](C)N.COC[C@H](C)N.COC[C@H](C)N.COC[C@H](C)N.COC[C@H](C)N.COC[C@H](C)N.COC[C@H](C)N.COC[C@H](C)N.COCCNCCOC.COCCNCCOC.COCCNCCOC", "largest_force_ev_per_a": 3.89, "lumo_energy_ev": 0.586, "e_above_lowest_kcal_mol": 90.0, "homo_ev": -8.40, "gap_ev": 8.98, "elements": ["C", "C", "C", "O", "C", "N", "H", "H", "H", "H", "H", "H", "H", "H", "H", "H", "H", "C", "C", "C", "O", "C", "N", "H", "H", "H", "H", "H", "H", "H", "H", "H", "H", "H", "C", "C", "C", "O", "C", "N", "H", "H", "H", "H", "H", "H", "H", "H", "H", "H", "H", "C", "C", "C", "O", "C", "N", "H", "H", "H", "H", "H", "H", "H", "H", "H", "H", "H", "C", "C", "C", "O", "C", "N", "H", "H", "H", "H", "H", "H", "H", "H", "H", "H", "H", "C", "C", "C", "O", "C", "N", "H", "H", "H", "H", "H", "H", "H", "H", "H", "H", "H", "C", "C", "C", "O", "C", "N", "H", "H", "H", "H", "H", "H", "H", "H", "H", "H", "H", "C", "C", "C", "O", "C", "N", "H", "H", "H", "H", "H", "H", "H", "H", "H", "H", "H", "C", "C", "C", "O", "C", "N", "H", "H", "H", "H", "H", "H", "H", "H", "H", "H", "H", "C", "O", "C", "C", "N", "C", "C", "O", "C", "H", "H", "H", "H", "H", "H", "H", "H", "H", "H", "H", "H", "H", "H", "H", "C", "O", "C", "C", "N", "C", "C", "O", "C", "H", "H", "H", "H", "H", "H", "H", "H", "H", "H", "H", "H", "H", "H", "H", "C", "O", "C", "C", "N", "C", "C", "O", "C", "H", "H", "H", "H", "H", "H", "H", "H", "H", "H", "H", "H", "H", "H", "H"], "xyz": [[17.17624, 23.53417, 16.60661], [18.21552, 24.16044, 15.72563], [18.28890, 23.55082, 14.29485], [18.79094, 22.23054, 14.35069], [19.05934, 21.70715, 13.08572], [17.92294, 25.57332, 15.51254], [17.26554, 23.86352, 17.65510], [17.21832, 22.45676, 16.50504], [16.20300, 23.82356, 16.17573], [19.18583, 24.02825, 16.20187], [18.93851, 24.20308, 13.70377], [17.25319, 23.55657, 13.92499], [19.54413, 20.80586, 13.32474], [19.75161, 22.28895, 12.45036], [18.22447, 21.47551, 12.43840], [18.73577, 26.02674, 15.18005], [17.56393, 25.99972, 16.34639], [18.50878, 13.36014, 11.34586], [19.58878, 12.72692, 10.42285], [21.01303, 13.19790, 10.44874], [21.18145, 14.49149, 9.90585], [22.49820, 14.93771, 10.17343], [19.60230, 11.27298, 10.55826], [18.05862, 14.20077, 10.86138], [18.79098, 13.66132, 12.37165], [17.68963, 12.61405, 11.33812], [19.17874, 12.99001, 9.47018], [21.60078, 12.53215, 9.78990], [21.46535, 13.25148, 11.49170], [22.55944, 15.97020, 9.75241], [23.24389, 14.38171, 9.57565], [22.67342, 14.82964, 11.23571], [20.41926, 10.79614, 10.22038], [18.66196, 10.86787, 10.51878], [11.21651, 16.73852, 13.35495], [10.49706, 17.10556, 12.11058], [11.32868, 17.40420, 10.82863], [12.32269, 18.41671, 11.15053], [12.85466, 19.06028, 9.97934], [9.53478, 16.13626, 11.78691], [11.95573, 17.52283, 13.58233], [11.64982, 15.77779, 13.19218], [10.45913, 16.64817, 14.18780], [10.12576, 18.08914, 12.41436], [10.74658, 17.84805, 9.98521], [11.86141, 16.49925, 10.47055], [11.95164, 19.39865, 9.43065], [13.44114, 18.34343, 9.35212], [13.49422, 19.89123, 10.29602], [8.86138, 15.94842, 12.52371], [8.97255, 16.41977, 10.99102], [17.89528, 17.33934, 20.98389], [18.10666, 17.69882, 19.54640], [18.90802, 18.94287, 19.41852], [18.24758, 20.10034, 20.10136], [17.38398, 20.86246, 19.34138], [18.65981, 16.60191, 18.78094], [17.40199, 16.37569, 21.02782], [17.41193, 18.10681, 21.60016], [18.90689, 17.12867, 21.51668], [17.07845, 17.91246, 19.27408], [19.15780, 19.23939, 18.36173], [19.91194, 18.84000, 19.84992], [17.70050, 21.01077, 18.32419], [17.40193, 21.87096, 19.74900], [16.33192, 20.50817, 19.40483], [18.18374, 15.73164, 18.99084], [18.60293, 16.82406, 17.80191], [19.07565, 9.70897, 14.34110], [19.78889, 10.88913, 15.00125], [21.16950, 11.16283, 14.33164], [21.84943, 12.17727, 15.06022], [23.23004, 12.22617, 14.77117], [18.86057, 12.05466, 14.92433], [18.99845, 9.78925, 13.28628], [18.06289, 9.77794, 14.70431], [19.55741, 8.78262, 14.59811], [19.98097, 10.73272, 16.08988], [21.01834, 11.42254, 13.27404], [21.70486, 10.22221, 14.45983], [23.69054, 12.70539, 15.62041], [23.43236, 12.88454, 13.91672], [23.72986, 11.29149, 14.53300], [19.35534, 12.91999, 15.13190], [18.53031, 12.19492, 13.95241], [26.14566, 15.16073, 16.11545], [25.45309, 16.52210, 16.50391], [23.97484, 16.41983, 16.88627], [23.94196, 15.64684, 18.09494], [22.61442, 15.35491, 18.46845], [26.30417, 17.24893, 17.51664], [26.00993, 14.38724, 16.83431], [27.21880, 15.39978, 16.09235], [25.84118, 14.96419, 15.06163], [25.41359, 17.06078, 15.54981], [23.40296, 15.90760, 16.09536], [23.47674, 17.39377, 17.01731], [22.14643, 14.74332, 17.66433], [21.92830, 16.18303, 18.62862], [22.60330, 14.70988, 19.36651], [26.00661, 18.23563, 17.54186], [26.11142, 16.83072, 18.42903], [15.65559, 13.53867, 13.75004], [15.36187, 14.99010, 13.46632], [14.18065, 15.16966, 12.38724], [14.50824, 14.61026, 11.10001], [15.40045, 15.28431, 10.28799], [15.09321, 15.74684, 14.65217], [15.85514, 12.95721, 12.82644], [14.79256, 13.03236, 14.16548], [16.51434, 13.39572, 14.40464], [16.24264, 15.38121, 12.97125], [13.93769, 16.23128, 12.37015], [13.26677, 14.64089, 12.71250], [15.47004, 14.65203, 9.39851], [16.44000, 15.32825, 10.64848], [15.04912, 16.27188, 9.90737], [14.76615, 16.72736, 14.53904], [14.41973, 15.30567, 15.26221], [18.50560, 12.80763, 18.82388], [17.05187, 12.40142, 18.46328], [16.06696, 13.43655, 17.98166], [16.17765, 14.51818, 18.87697], [15.34486, 15.62702, 18.58094], [17.03496, 11.30534, 17.43827], [18.89753, 13.19028, 17.85442], [19.16221, 11.96693, 19.15945], [18.58253, 13.63935, 19.54346], [16.64121, 11.83456, 19.38953], [15.07435, 13.01473, 18.10409], [16.24636, 13.72277, 16.91268], [14.28288, 15.37618, 18.72204], [15.48536, 16.05547, 17.59475], [15.55830, 16.38849, 19.37950], [17.25618, 10.41421, 17.85796], [17.67003, 11.54321, 16.69362], [23.86614, 18.51269, 13.03985], [23.02681, 19.75761, 13.33367], [22.68132, 19.91398, 14.81036], [22.03542, 18.70528, 15.28921], [21.41630, 18.86458, 16.53834], [23.65855, 21.00017, 12.88991], [24.01314, 18.39421, 11.98414], [23.33428, 17.65684, 13.42728], [24.86488, 18.51695, 13.51250], [22.12156, 19.64805, 12.73536], [22.04547, 20.76641, 14.95148], [23.65908, 20.09693, 15.33890], [22.16208, 19.20975, 17.29115], [20.98420, 17.97506, 16.83025], [20.61001, 19.58908, 16.52406], [23.82601, 20.85101, 11.93882], [23.10948, 21.86783, 13.08126], [16.29596, 27.49050, 12.07377], [16.14360, 26.10418, 12.34266], [14.75563, 25.70874, 12.40943], [14.60193, 24.16713, 12.44958], [13.18879, 23.74190, 12.32312], [13.06674, 22.32475, 12.45798], [11.68248, 21.76251, 12.22142], [11.33618, 21.79925, 10.87530], [9.98464, 21.32602, 10.63072], [17.09988, 27.40974, 11.35906], [16.55214, 28.16616, 12.91770], [15.42089, 27.87505, 11.55802], [14.31071, 26.10240, 11.46514], [14.14704, 26.10394, 13.23268], [14.98050, 23.73964, 13.38448], [15.25956, 23.75421, 11.69214], [12.90284, 23.92250, 11.38169], [13.43111, 22.02157, 13.45941], [13.77838, 21.88365, 11.72196], [10.93107, 22.28726, 12.75828], [11.72218, 20.71710, 12.59930], [9.92609, 20.32404, 11.04935], [9.77103, 21.34353, 9.56987], [9.24815, 21.99295, 11.09218], [19.87128, 17.74232, 11.00184], [18.78676, 18.74896, 10.96403], [17.96183, 18.76777, 9.78895], [17.24367, 20.14408, 9.72279], [18.37997, 21.06368, 9.44097], [17.98425, 22.48932, 9.56730], [16.80418, 22.84483, 8.69266], [15.62603, 22.27469, 9.20098], [14.51898, 22.49722, 8.43857], [20.67350, 18.10712, 10.32577], [19.49308, 16.77154, 10.84080], [20.22696, 17.70014, 12.04171], [17.23903, 17.94228, 9.85717], [18.58309, 18.69334, 8.86081], [16.76742, 20.35762, 10.69049], [16.54382, 20.21918, 8.87297], [19.21171, 20.91606, 9.99423], [18.84029, 23.08984, 9.29655], [17.79169, 22.83724, 10.61481], [17.06112, 22.50826, 7.71762], [16.74374, 23.95672, 8.66816], [14.39480, 23.55644, 8.22832], [13.70950, 22.08158, 8.93236], [14.50882, 22.06486, 7.45804], [20.87071, 15.15838, 13.90574], [19.45066, 15.17778, 13.82336], [18.86365, 15.65615, 14.98359], [18.43825, 17.07711, 14.80310], [17.62005, 17.48190, 15.87411], [17.43298, 18.91462, 15.86814], [16.85693, 19.60122, 14.59170], [15.53911, 19.06635, 14.22339], [15.29710, 19.08260, 12.82085], [21.36175, 16.08101, 14.24356], [21.15628, 15.03308, 12.86092], [21.20725, 14.26998, 14.50322], [19.48530, 15.39028, 15.86507], [17.92158, 15.12461, 15.15728], [17.94770, 17.21711, 13.83758], [19.30883, 17.74071, 14.72856], [16.72468, 16.99137, 15.95385], [18.41243, 19.29992, 16.11071], [16.87905, 19.28745, 16.78061], [17.57839, 19.42553, 13.73630], [16.82694, 20.62336, 14.82804], [15.92138, 18.31584, 12.35584], [15.49220, 20.06128, 12.40672], [14.24850, 18.79355, 12.70434]]}